No. 1
This record from the Open Molecules 2025 dataset describes a cluster of 2 separate species, C38H37N3O4S in total at a distorted geometry. The level of theory is ωB97M-V/def2-TZVPD.

E_LUMO   -2.072 eV
Total charge   0
Total energy   -2333.542168 Eh
Energy relative to the best compared isomer or geometry (same formula, charge and spin)   0.0 kcal per mole
Frontier orbital gap   4.8 eV

Structure (XYZ):
```
83
Properties=species:S:1:pos:R:3:forces:R:3:lowdin_charge:R:1
C 3.323731 -3.004798 3.889720 0.428 -0.015 -0.028 -0.01
N 2.260968 -2.579157 3.007475 -0.320 0.211 0.185 -0.04
C 1.016830 -2.275414 3.479035 0.032 -0.081 1.532 -0.36
O 0.684615 -2.328366 4.663413 0.258 -0.035 -1.913 0.10
C 0.173167 -1.884338 2.273698 -0.874 -0.277 0.365 -0.15
C -0.664499 -0.604899 2.487721 0.333 0.087 -0.451 -0.07
C -1.644385 -0.743051 3.593987 -0.936 -0.356 0.427 -0.18
C -2.732873 -1.600716 3.688536 1.199 0.900 0.126 -0.03
N -3.279865 -1.479205 4.949269 -0.600 -0.083 0.319 0.07
C -2.584403 -0.522123 5.678381 0.653 -0.204 -0.515 -0.20
C -2.673204 -0.160338 7.018519 0.031 0.287 0.150 -0.02
C -1.723142 0.734448 7.517961 -0.359 -0.285 -0.287 -0.09
C -0.698776 1.237971 6.699734 0.268 -0.042 -0.813 -0.09
C -0.588035 0.855234 5.357753 -0.293 0.069 0.478 -0.02
C -1.543683 -0.024946 4.845057 -0.482 -0.916 0.042 -0.13
N 1.161823 -1.765640 1.206814 -0.586 0.111 -1.599 0.05
C 0.777929 -1.400409 -0.034742 0.080 0.291 1.038 0.03
C 1.636695 -1.100662 -1.081389 0.576 -0.004 -0.636 -0.06
C 1.255949 -0.676444 -2.358289 -0.182 -1.378 0.324 0.03
C 2.156431 -0.663912 -3.479284 1.006 0.238 -0.625 -0.19
C 1.680942 -0.398598 -4.790502 -0.336 -0.126 0.723 -0.01
C 2.510941 -0.506536 -5.892146 0.603 -0.113 -0.050 -0.05
C 3.849198 -0.906392 -5.737085 -0.540 -0.154 0.316 -0.05
C 4.342641 -1.173636 -4.449255 -0.064 0.208 0.006 -0.07
C 3.533594 -0.996477 -3.334925 -0.488 -0.122 -0.131 -0.01
C 2.510436 -2.194822 1.627484 0.905 -0.088 -0.109 -0.46
C 3.550881 -1.058250 1.566714 -0.196 0.098 0.203 0.01
C 3.058440 -3.408342 0.848898 -0.312 -0.011 0.054 0.01
H 2.897545 -3.182971 4.882244 0.053 0.080 -0.305 0.10
H 3.786692 -3.928739 3.513057 -0.148 0.215 0.158 0.10
H 4.104805 -2.231666 3.961023 -0.233 -0.230 0.103 0.10
H -0.509992 -2.728617 2.053138 0.229 0.295 0.142 0.17
H 0.026952 0.222326 2.715885 -0.229 -0.196 -0.187 0.13
H -1.174759 -0.354100 1.545760 0.298 0.027 0.258 0.09
H -3.114584 -2.294891 2.943647 -0.025 0.167 0.350 0.12
H -4.073841 -2.020624 5.298922 0.648 0.503 -0.309 0.16
H -3.470009 -0.582185 7.626882 0.209 0.176 0.121 0.11
H -1.763618 1.049363 8.556840 -0.060 -0.098 -0.144 0.10
H 0.033868 1.932261 7.107137 -0.185 -0.163 0.011 0.10
H 0.215126 1.194691 4.698349 -0.165 0.072 0.443 0.11
H -0.303667 -1.288814 -0.184180 0.347 0.046 0.156 0.14
H 2.692554 -1.266090 -0.879646 -0.393 0.141 -0.290 0.06
H 0.208246 -0.485167 -2.593307 0.199 -0.160 0.130 0.10
H 0.634253 -0.122706 -4.913127 0.302 0.037 0.042 0.12
H 2.120705 -0.279219 -6.881029 0.073 -0.079 0.188 0.11
H 4.486018 -1.059218 -6.613983 -0.227 0.160 0.361 0.11
H 5.364709 -1.521982 -4.311439 -0.173 0.187 -0.083 0.10
H 3.943581 -1.163121 -2.334506 -0.033 -0.001 -0.488 0.10
H 3.280570 -0.272650 2.283741 0.126 -0.116 -0.183 0.11
H 4.534056 -1.477199 1.822020 -0.279 0.282 -0.029 0.09
H 3.613986 -0.615196 0.570127 0.071 -0.053 0.297 0.07
H 2.503118 -4.312864 1.131977 0.108 0.224 -0.202 0.10
H 2.990057 -3.253850 -0.232985 0.071 -0.111 0.226 0.08
H 4.113896 -3.538515 1.125048 -0.335 -0.067 -0.168 0.09
C -4.321425 -2.072565 -2.070652 0.243 0.037 0.031 -0.09
C -4.311076 -1.161659 -3.134605 0.087 0.020 0.258 -0.08
C -3.619350 0.045090 -3.020571 0.084 -0.352 0.106 -0.06
C -2.918031 0.330932 -1.846645 -0.081 -0.119 0.239 -0.26
S -2.041451 1.906127 -1.724569 0.935 -0.059 0.259 0.63
C -0.426262 1.714486 -2.305637 -0.628 0.336 -0.195 -0.20
C 0.095980 2.624387 -3.305210 -0.190 -0.429 -0.554 -0.42
O 0.950807 2.290450 -4.152814 -0.234 0.432 1.066 -0.01
C -0.458892 4.031157 -3.350445 0.195 0.220 -0.359 -0.18
C -0.852698 4.759453 -2.219865 0.151 0.186 -0.136 -0.05
C -1.353963 6.058378 -2.359069 0.226 -0.334 -0.196 -0.08
C -1.445934 6.640282 -3.627718 0.092 -0.220 0.012 -0.09
C -1.025644 5.922217 -4.755196 0.083 -0.125 0.263 -0.08
C -0.529186 4.627776 -4.609356 -0.170 0.170 0.057 -0.03
O -2.855121 2.745552 -2.574005 0.153 0.125 0.025 -0.31
O -1.933550 2.177863 -0.302761 -0.635 -0.251 0.444 -0.35
C -2.995619 -0.531231 -0.749236 0.112 -0.241 -0.384 -0.09
C -3.650279 -1.759998 -0.880995 -0.137 0.093 -0.214 -0.09
H -4.853524 -3.023798 -2.167800 0.214 0.350 0.037 0.10
H -4.837409 -1.387059 -4.062627 0.066 0.030 0.291 0.10
H -3.642063 0.772923 -3.827500 0.142 -0.119 0.160 0.12
H 0.261334 1.232658 -1.610869 -0.433 0.358 -0.140 0.06
H -0.757022 4.327084 -1.220927 -0.097 0.043 -0.367 0.11
H -1.666191 6.597456 -1.463622 0.072 -0.053 -0.311 0.10
H -1.836334 7.653458 -3.730029 0.092 -0.256 -0.022 0.10
H -1.062693 6.354546 -5.751942 -0.107 0.071 0.198 0.09
H -0.200640 4.038019 -5.467579 -0.088 0.268 0.225 0.11
H -2.571552 -0.232562 0.207590 -0.014 0.023 -0.292 0.08
H -3.634822 -2.469858 -0.049495 -0.185 0.245 -0.227 0.09
```
Positions in Å, forces in eV/Å.

---

No. 2
This record from the Open Molecules 2025 dataset describes an isolated molecule of C4H9NO. The level of theory is ωB97M-V/def2-TZVPD.

E_LUMO   0.499 eV
Total charge   0
Total energy   -287.699742 Eh
Energy relative to the best compared isomer or geometry (same formula, charge and spin)   83.3 kcal per mole
Frontier orbital gap   7.6 eV

Structure (XYZ):
```
15
Properties=species:S:1:pos:R:3:forces:R:3:nbo_charge:R:1
C 2.004211 -0.517473 -0.004786 0.053 -0.056 0.017 -0.60
C 0.900299 0.515303 -0.210712 0.013 0.002 -0.020 -0.52
C -0.262135 0.285299 0.724725 0.137 -0.241 0.338 0.70
O -0.194559 -0.154220 1.845292 -0.062 0.279 -0.555 -0.54
N -1.581374 0.608165 0.177752 -0.099 0.209 0.149 -0.60
C -2.100398 -0.575366 -0.681966 0.208 -0.113 -0.009 -0.69
H 1.657718 -1.510648 -0.305630 0.043 0.138 0.043 0.22
H 2.885916 -0.261598 -0.599283 -0.137 -0.033 0.087 0.21
H 2.290054 -0.563093 1.049119 -0.026 0.006 -0.158 0.23
H 1.282180 1.521862 0.016894 -0.078 -0.110 -0.002 0.23
H 0.554777 0.526067 -1.248807 0.009 0.009 0.167 0.23
H -1.590199 1.446995 -0.400884 0.029 -0.132 0.076 0.42
H -1.364956 -0.652678 -1.497103 -0.126 -0.018 0.100 0.14
H -1.963432 -1.438659 -0.016521 -0.032 0.073 -0.125 0.15
H -2.229633 0.739198 0.954844 0.067 -0.013 -0.106 0.43
```
Positions in Å, forces in eV/Å.

---

> What is the total energy in the first record?

-2333.542168 Eh

---

> Which of these has the lowest energy relative to the best compared isomer or geometry (same formula, charge and spin)?

C38H37N3O4S

---

> The lowest E_LUMO belongs to which entry?

C38H37N3O4S

---

> frontier orbital gap of number 2 (C4H9NO)?

7.6 eV